DFT (the ωB97M-V functional and the def2-TZVPD basis) results for 6 unconnected molecules or ions with the total composition C32H93N16O5P5 in a non-equilibrium geometry.

XYZ file:
```
151
Properties=species:S:1:pos:R:3:forces:R:3
O -0.339 6.705 0.744 -0.5 -0.3 -0.6
P -0.325 6.361 -0.699 0.5 -1.3 -0.7
N 1.199 6.419 -1.437 -0.7 0.3 -0.2
C 2.150 5.298 -1.287 -2.4 -0.2 -1.4
C 1.807 7.732 -1.649 -0.4 -0.4 0.8
N -1.286 7.297 -1.642 1.5 1.1 -2.3
C -2.308 8.071 -1.052 -0.5 -1.0 1.3
C -1.112 7.588 -3.062 2.2 -0.4 1.2
N -0.976 4.856 -1.094 0.7 0.2 -0.1
C -1.617 4.000 -0.116 1.4 0.8 1.1
C -0.906 4.354 -2.451 0.8 0.0 -0.1
H 3.066 5.601 -1.793 0.4 -0.3 1.0
H 1.711 4.580 -1.981 0.4 -0.8 0.1
H 2.058 4.844 -0.301 1.1 0.2 0.1
H 1.368 8.270 -2.489 0.2 0.0 -0.1
H 2.867 7.544 -1.820 -0.1 0.5 0.0
H 1.647 8.304 -0.735 0.4 0.5 -0.1
H -3.071 8.333 -1.785 0.1 0.1 0.1
H -2.668 7.264 -0.413 -1.3 1.1 1.0
H -1.915 8.920 -0.494 -0.4 0.2 0.1
H -0.492 8.485 -3.074 -1.3 1.2 -0.8
H -0.310 6.968 -3.462 -0.7 -0.8 -0.3
H -2.083 7.495 -3.547 0.4 0.5 -0.4
H -2.085 4.618 0.650 -1.0 0.0 -0.4
H -2.246 3.271 -0.629 0.0 0.0 0.5
H -0.816 3.612 0.512 -0.1 -1.3 -0.2
H -0.364 5.047 -3.095 -0.4 0.1 0.1
H -1.868 4.106 -2.899 -0.3 0.3 0.1
H -0.299 3.453 -2.538 0.0 -0.3 0.3
O -5.441 -0.508 3.320 1.0 -0.8 -0.6
P -5.026 -1.490 2.271 -0.6 -0.5 -0.6
N -3.928 -2.727 2.734 -1.7 -0.2 -0.6
C -3.672 -3.997 1.974 -0.4 1.3 1.0
C -3.002 -2.447 3.798 0.3 0.0 0.7
N -4.331 -0.760 0.941 0.3 1.3 0.2
C -3.940 0.688 0.836 -1.1 -1.2 -1.4
C -3.877 -1.557 -0.198 0.3 -0.7 0.7
N -6.377 -2.247 1.507 2.2 0.2 0.6
C -6.981 -3.417 2.110 -0.4 -0.4 -0.8
C -7.217 -1.440 0.557 1.5 -0.6 2.0
H -4.642 -4.426 1.723 0.3 -0.2 -0.4
H -3.141 -4.656 2.660 -0.1 -0.1 -0.1
H -3.049 -3.821 1.097 0.0 -0.2 0.0
H -1.994 -2.262 3.428 0.1 0.6 -0.1
H -2.854 -3.269 4.497 -0.4 -0.6 -0.2
H -3.399 -1.666 4.446 0.3 0.4 -0.4
H -4.659 1.409 1.224 0.0 -0.4 0.6
H -2.913 0.962 1.076 0.0 -0.3 0.4
H -4.069 0.770 -0.243 0.4 0.8 -0.3
H -2.791 -1.511 -0.280 0.2 0.3 -0.3
H -4.056 -2.623 -0.053 -0.3 0.2 0.2
H -4.350 -1.342 -1.156 -0.1 0.6 0.0
H -6.384 -4.079 2.737 0.6 0.9 0.3
H -7.884 -3.180 2.672 -0.3 -0.1 -0.1
H -7.161 -4.107 1.286 -0.9 -0.1 -0.2
H -7.742 -2.177 -0.050 -0.3 0.6 -0.2
H -6.541 -0.762 0.036 -0.1 -0.4 -0.5
H -7.806 -0.762 1.175 -0.9 -0.2 -0.3
O 1.570 0.889 -0.002 0.0 1.8 0.4
P 1.594 -0.244 -0.904 1.7 -2.5 -3.3
N 0.195 -0.463 -1.778 -1.7 -1.5 1.0
C -0.107 -1.796 -2.377 -0.7 0.3 -0.3
C -0.832 0.620 -1.880 1.7 0.2 -0.4
N 1.993 -1.722 -0.158 2.9 1.2 -1.4
C 1.079 -2.298 0.728 -1.8 -0.5 1.0
C 3.426 -1.874 0.367 -1.2 -0.7 -1.5
N 2.736 -0.178 -2.322 0.0 -0.5 2.3
C 3.003 1.102 -2.954 -0.9 0.2 0.7
C 3.158 -1.352 -3.095 -0.3 1.0 0.2
H -1.140 -1.757 -2.723 0.0 0.1 -0.1
H -0.077 -2.678 -1.737 0.1 0.4 0.7
H 0.477 -2.124 -3.237 0.4 0.6 -0.1
H -1.690 0.372 -2.506 0.3 -0.4 -0.1
H -0.230 1.386 -2.368 -0.7 0.6 -0.2
H -1.210 1.081 -0.968 0.2 -0.5 0.4
H 1.178 -3.380 0.811 0.3 -0.2 -0.1
H 1.164 -1.902 1.740 -0.1 0.1 0.3
H 0.062 -2.125 0.374 -0.2 0.1 0.2
H 3.672 -1.262 1.235 -0.1 0.3 -0.2
H 3.565 -2.923 0.629 -0.4 -0.1 0.4
H 4.102 -1.791 -0.483 0.1 0.8 0.2
H 2.114 1.715 -2.811 0.3 0.7 0.9
H 3.929 1.531 -2.570 -0.1 0.5 0.0
H 3.004 1.202 -4.039 0.4 -1.2 -0.4
H 4.207 -1.291 -3.382 0.3 0.3 -0.1
H 2.541 -1.263 -3.989 0.2 -1.1 -0.4
H 3.096 -2.294 -2.548 -0.7 0.2 -0.1
O 0.149 2.910 6.970 -0.2 0.4 -0.8
P -0.015 3.218 5.520 3.5 2.9 0.1
N -1.553 3.184 4.918 0.2 -1.9 -0.7
C -2.193 1.821 5.174 1.1 1.5 0.8
C -2.518 4.247 5.141 0.3 0.3 -0.6
N 1.136 2.362 4.587 0.0 -0.4 0.2
C 0.822 1.644 3.354 -0.8 -0.4 0.7
C 2.602 2.280 4.987 -1.8 1.4 0.1
N 0.511 4.915 5.095 -2.2 -2.1 1.0
C 0.601 5.165 3.690 1.2 0.6 0.0
C 1.401 5.656 5.943 -0.7 -0.4 0.0
H -1.470 1.042 4.933 -0.5 -0.1 -0.7
H -3.182 1.801 4.716 0.3 -0.4 -0.2
H -2.247 1.752 6.261 -0.6 -0.1 0.2
H -3.147 4.331 4.256 -0.5 -0.5 0.1
H -2.084 5.247 5.148 0.5 -0.2 0.6
H -3.072 4.002 6.047 -0.3 0.5 0.0
H 1.183 0.619 3.445 -0.1 -0.2 -0.1
H -0.267 1.620 3.309 0.0 -0.2 -0.4
H 1.177 2.024 2.396 0.4 0.5 0.2
H 2.874 3.149 5.586 -0.2 0.4 -0.1
H 2.892 1.472 5.660 -0.3 -0.6 -0.6
H 3.131 2.379 4.040 0.3 -0.5 0.2
H 1.509 4.642 3.388 -0.3 -0.8 -1.2
H -0.329 5.031 3.139 0.3 -0.6 -0.1
H 0.921 6.181 3.461 -0.4 0.5 0.4
H 1.125 6.707 5.850 -0.1 0.2 0.6
H 2.458 5.627 5.679 0.4 -0.4 -0.2
H 1.245 5.198 6.919 0.3 0.7 0.4
O 1.228 -4.024 -4.539 0.6 -1.4 -0.7
P 2.190 -5.169 -4.447 -0.1 0.5 1.0
N 2.173 -6.370 -5.620 0.2 -0.1 -1.7
C 1.112 -6.528 -6.667 0.5 1.8 1.4
C 3.315 -7.231 -5.908 0.7 0.9 0.4
N 1.883 -6.074 -3.099 0.4 0.7 2.1
C 0.822 -5.677 -2.107 0.5 -0.2 -1.1
C 2.453 -7.412 -2.970 -1.3 -0.3 -0.6
N 3.818 -4.702 -4.324 -1.9 1.0 -1.2
C 4.481 -4.668 -3.074 0.5 -1.9 1.3
C 4.537 -4.235 -5.490 0.0 -0.9 0.5
H 0.192 -6.158 -6.214 -0.4 -0.9 0.0
H 1.130 -7.546 -7.056 -0.4 0.2 0.2
H 1.231 -5.776 -7.447 0.5 -0.3 -0.5
H 4.199 -6.964 -5.330 -0.2 0.2 0.4
H 3.682 -7.061 -6.921 -0.3 -0.5 -0.4
H 3.112 -8.270 -5.650 -0.1 -0.1 -0.5
H 1.034 -4.710 -1.650 -0.1 0.1 -0.2
H -0.107 -5.669 -2.678 -0.3 0.4 0.4
H 0.714 -6.389 -1.289 0.3 -0.2 -0.2
H 2.406 -7.823 -1.961 0.2 0.5 0.1
H 1.775 -8.020 -3.570 0.2 -0.8 -0.1
H 3.449 -7.550 -3.392 0.0 0.4 0.3
H 5.422 -4.129 -2.962 -0.3 0.7 -0.7
H 3.814 -4.442 -2.242 0.1 0.2 0.0
H 4.803 -5.703 -2.961 0.4 -0.3 1.0
H 5.202 -5.061 -5.738 0.3 0.0 -0.9
H 5.196 -3.396 -5.263 -0.4 0.3 0.0
H 3.819 -4.013 -6.279 0.4 0.1 -0.2
C 3.078 -4.359 5.075 -0.3 0.5 -0.6
C 3.470 -4.677 3.663 -0.7 0.7 5.2
N 3.760 -4.908 2.605 0.9 -0.7 -3.6
H 3.669 -3.582 5.560 0.3 0.1 -0.6
H 3.063 -5.157 5.818 0.0 -0.5 -0.7
H 2.075 -3.944 4.978 -0.2 0.0 0.2
```
Forces are in eV/Å.

Output
ΔE to the lowest compared entry with this formula, charge and spin in eV: 2.8505
Largest force on an atom in eV Å⁻¹: 5.250
E in eV: -115215.636
Multiplicity: 2
Kohn-Sham gap (spin up / spin down) in eV: 1.50 / 7.70
Lowest unoccupied orbital energy (spin up / spin down) in Eh: 0.07511 / 0.07350
Charge: -1

Atom charges from the Mulliken analysis, given in e for atoms 1 to 2: O -0.888; P 0.152